Record 1
Entry from the OMol25 dataset: a structure of composition C5H13N3 (wB97M-V/def2-TZVPD).

```
21
Properties=species:S:1:pos:R:3
C -0.98 1.18 0.63
C -1.07 -1.62 -0.23
C -0.07 0.48 -0.35
N -1.37 -1.83 -1.52
N -1.69 -1.86 0.86
N 0.09 1.01 -1.51
H -1.52 -2.77 -1.87
H -1.42 -0.99 -2.09
H -2.60 -2.29 0.67
H 0.06 0.51 -2.39
H -0.99 0.69 1.60
H -0.66 2.21 0.78
H -1.98 1.24 0.19
C 2.18 1.30 0.82
C 1.48 0.00 0.49
H 1.64 1.86 1.59
H 2.28 1.94 -0.06
H 3.19 1.08 1.19
H 2.05 -0.57 -0.25
H 1.27 -0.59 1.38
H 0.12 -1.00 0.06
```

Computed properties:
Gap between HOMO and LUMO (eV): 7.97
Highest occupied orbital energy (eV): -7.605
Relative energy (zero: lowest compared OMol25 entry of this formula, charge and spin) (kJ/mol): 501.2
Total energy (Ha): -362.39140

Record 2
Entry from the OMol25 dataset: a structure of composition C5H13N3 (wB97M-V/def2-TZVPD).

```
21
Properties=species:S:1:pos:R:3
C 1.75 -1.14 -0.83
C 1.82 0.05 0.21
C 1.39 1.52 -0.52
C -0.40 -0.17 1.23
C -1.93 -1.20 -0.49
H 1.28 -1.92 -0.15
H 2.73 -1.60 -1.27
H 0.83 -0.87 -1.55
H 2.93 0.04 0.49
H 0.92 2.10 0.51
H 2.33 1.82 -0.82
H 0.76 1.31 -1.51
H -1.03 -0.59 2.19
H -1.33 -2.10 -0.57
H -2.38 -1.21 -1.36
H -2.67 -1.49 0.21
H -2.27 1.80 0.81
H -1.53 1.88 -1.04
N 0.85 -0.27 1.31
N -1.16 0.03 -0.04
N -2.04 1.17 -0.35
```

Computed properties:
Gap between HOMO and LUMO (eV): 9.39
Highest occupied orbital energy (eV): -8.667
Relative energy (zero: lowest compared OMol25 entry of this formula, charge and spin) (kJ/mol): 639.1
Total energy (Ha): -362.33884

Record 3
Entry from the OMol25 dataset: an isolated molecule of C5H13N3 (wB97M-V/def2-TZVPD).

```
21
Properties=species:S:1:pos:R:3
H 0.88 -2.01 1.44
N 1.74 -1.73 0.96
C 1.62 -0.57 0.38
C 0.37 0.31 0.38
C -0.62 -0.08 1.48
N 0.80 1.69 0.69
C -0.25 0.28 -1.06
C -0.64 -1.12 -1.56
N -1.42 1.17 -1.18
H 2.49 -0.20 -0.19
H -0.12 -0.16 2.46
H -1.11 -1.04 1.29
H -1.42 0.67 1.60
H 1.33 1.70 1.56
H 1.43 2.03 -0.04
H 0.50 0.67 -1.77
H 0.25 -1.75 -1.66
H -1.10 -1.07 -2.55
H -1.34 -1.62 -0.89
H -2.20 0.78 -0.65
H -1.19 2.04 -0.69
```

Computed properties:
Gap between HOMO and LUMO (eV): 10.12
Highest occupied orbital energy (eV): -9.235
Relative energy (zero: lowest compared OMol25 entry of this formula, charge and spin) (kJ/mol): 51.3
SMILES: [H]/N=C\[C@@](C)(N)[C@@H](C)N
Total energy (Ha): -362.56275

- Which formula does entry 3 have?
  C5H13N3

Repeat the first record exactly.
Entry from the OMol25 dataset: a structure of composition C5H13N3 (wB97M-V/def2-TZVPD).

```
21
Properties=species:S:1:pos:R:3
C -0.98 1.18 0.63
C -1.07 -1.62 -0.23
C -0.07 0.48 -0.35
N -1.37 -1.83 -1.52
N -1.69 -1.86 0.86
N 0.09 1.01 -1.51
H -1.52 -2.77 -1.87
H -1.42 -0.99 -2.09
H -2.60 -2.29 0.67
H 0.06 0.51 -2.39
H -0.99 0.69 1.60
H -0.66 2.21 0.78
H -1.98 1.24 0.19
C 2.18 1.30 0.82
C 1.48 0.00 0.49
H 1.64 1.86 1.59
H 2.28 1.94 -0.06
H 3.19 1.08 1.19
H 2.05 -0.57 -0.25
H 1.27 -0.59 1.38
H 0.12 -1.00 0.06
```

Computed properties:
Gap between HOMO and LUMO (eV): 7.97
Highest occupied orbital energy (eV): -7.605
Relative energy (zero: lowest compared OMol25 entry of this formula, charge and spin) (kJ/mol): 501.2
Total energy (Ha): -362.39140

What did the third record say?
Entry from the OMol25 dataset: an isolated molecule of C5H13N3 (wB97M-V/def2-TZVPD).

```
21
Properties=species:S:1:pos:R:3
H 0.88 -2.01 1.44
N 1.74 -1.73 0.96
C 1.62 -0.57 0.38
C 0.37 0.31 0.38
C -0.62 -0.08 1.48
N 0.80 1.69 0.69
C -0.25 0.28 -1.06
C -0.64 -1.12 -1.56
N -1.42 1.17 -1.18
H 2.49 -0.20 -0.19
H -0.12 -0.16 2.46
H -1.11 -1.04 1.29
H -1.42 0.67 1.60
H 1.33 1.70 1.56
H 1.43 2.03 -0.04
H 0.50 0.67 -1.77
H 0.25 -1.75 -1.66
H -1.10 -1.07 -2.55
H -1.34 -1.62 -0.89
H -2.20 0.78 -0.65
H -1.19 2.04 -0.69
```

Computed properties:
Gap between HOMO and LUMO (eV): 10.12
Highest occupied orbital energy (eV): -9.235
Relative energy (zero: lowest compared OMol25 entry of this formula, charge and spin) (kJ/mol): 51.3
SMILES: [H]/N=C\[C@@](C)(N)[C@@H](C)N
Total energy (Ha): -362.56275